Record 1
DFT (ωB97M-V/def2-TZVPD) results for a cluster of 13 separate species, C13H52O13 in total.

Last column: Mulliken charge in e.
Cartesian coordinates (Å):
O 19.7439 -15.7344 4.5067  -0.530
O 25.6610 -9.6500 5.5468  -0.424
O 25.0107 -15.6576 1.7141  -0.624
O 21.6047 -10.3667 7.5503  -0.304
O 21.1655 -14.2989 8.9023  -0.486
O 26.0048 -10.8511 1.2569  -0.528
O 23.5765 -8.4893 6.9505  -0.310
O 20.4087 -11.1533 3.7140  -0.520
O 25.5679 -11.2132 10.3576  -0.567
O 24.2540 -13.0190 1.0366  -0.564
O 22.6676 -14.9850 6.5353  -0.283
O 23.2646 -7.5459 1.8378  -0.574
O 22.2456 -12.6458 4.9661  0.220
C 23.9517 -15.5004 6.8722  -0.545
C 21.9664 -14.9112 9.8853  -0.611
C 25.9755 -8.7032 4.5419  -0.556
C 23.5884 -7.3675 7.8223  -0.738
C 19.4931 -14.5387 5.2446  -0.313
C 26.8667 -11.4708 2.1890  -0.370
C 25.6626 -15.2529 2.9302  -0.144
C 22.9390 -12.6387 1.4113  -0.276
C 20.1731 -9.9884 4.4908  -0.563
C 22.9580 -8.8525 2.3220  0.083
C 21.0185 -10.9999 8.7149  -0.670
C 23.4102 -11.8478 5.1253  -0.141
C 24.8039 -10.9219 9.2034  0.154
H 22.9447 -14.4274 9.9872  0.218
H 25.7828 -16.0956 3.6102  0.402
H 20.8935 -9.9449 7.0577  0.076
H 22.8008 -12.5665 2.4960  -0.030
H 25.1182 -16.6060 1.6176  0.335
H 25.3003 -11.5012 1.1061  0.363
H 19.1135 -15.7758 3.7834  0.294
H 27.3044 -12.3899 1.7816  0.262
H 24.0297 -7.6072 8.7946  0.302
H 21.0981 -9.4663 4.7574  0.098
H 21.6925 -14.1967 8.1021  0.291
H 26.3225 -11.6772 3.1195  0.022
H 21.7310 -11.7074 9.1168  0.149
H 23.5517 -11.5443 6.1644  0.075
H 24.5709 -15.6726 5.9884  0.071
H 21.4386 -14.8382 10.8349  0.288
H 20.8962 -11.7868 4.2753  0.228
H 18.4200 -14.3929 5.4253  0.404
H 19.9455 -14.6662 6.2260  0.037
H 26.6212 -14.7838 2.7102  0.203
H 25.4006 -10.4379 8.4259  0.210
H 22.6947 -11.6535 1.0190  0.245
H 23.8764 -16.4456 7.4209  0.318
H 23.2532 -10.9348 4.5508  -0.152
H 24.1966 -6.5954 7.3558  0.264
H 24.4466 -14.7835 7.5228  0.214
H 25.0278 -9.2324 6.1521  0.344
H 27.6861 -10.7933 2.4251  0.276
H 22.9466 -9.1558 7.2770  0.274
H 19.8599 -13.6635 4.7124  0.126
H 22.2050 -13.3594 1.0393  0.411
H 20.1160 -11.5190 8.3947  0.296
H 25.9994 -7.6823 4.9447  0.284
H 22.5815 -6.9661 7.9674  0.282
H 26.9869 -8.8883 4.1711  0.245
H 22.2333 -15.6154 5.9471  0.160
H 20.7603 -10.2513 9.4674  0.311
H 24.3854 -13.9431 1.2775  0.293
H 19.5836 -9.3093 3.8747  0.356
H 23.9489 -10.3065 9.4777  0.043
H 19.5870 -10.2628 5.3772  0.276
H 22.0369 -9.2402 1.8751  0.361
H 25.0362 -14.5054 3.4230  -0.211
H 23.7559 -9.5769 2.1097  -0.054
H 23.3682 -7.6010 0.8846  0.302
H 22.1237 -15.9800 9.6850  0.242
H 22.8710 -8.7926 3.4039  -0.129
H 25.9452 -12.0886 10.2539  0.317
H 25.2942 -8.7455 3.6917  0.179
H 24.3097 -12.3317 4.7367  0.210
H 22.3559 -13.4434 5.5029  -0.038
H 24.3943 -11.8396 8.7563  -0.159

Properties
- highest occupied orbital energy (eV) = -9.42



Record 2
DFT (ωB97M-V/def2-TZVPD) results for a structure of composition C13H52O13 at a distorted geometry.

Last column: Mulliken charge in e.
Cartesian coordinates (Å):
O -0.3933 3.2116 0.7155  -0.596
O 0.5561 -1.7863 -3.6856  -0.386
O -1.9523 1.9113 0.7633  -0.555
O -0.0410 -0.4741 1.7041  0.308
O -1.0954 -0.1830 0.0406  -0.474
O 2.6272 1.3492 0.5742  -0.485
O -0.0572 -2.4009 2.2266  -0.733
O 2.3778 0.5533 -1.5332  -0.674
O 3.2799 -0.6434 2.6963  -0.609
O 2.1433 -1.4880 -2.7158  -0.939
O -1.1423 1.7433 -1.0429  -0.907
O -2.0606 -1.7322 -0.3646  -0.631
O -3.7248 -1.4698 0.5646  -0.834
C -1.3141 -2.9638 -0.2494  -0.678
C -1.9748 1.8570 -2.1475  -0.914
C -2.6600 2.0585 1.9635  -0.868
C -0.6082 -0.3706 3.0103  -1.709
C 0.5243 2.3420 1.4420  -1.095
C 2.2006 0.2268 2.3122  0.817
C 1.5627 1.0219 -2.5940  -0.429
C -3.4017 -0.2414 1.2332  -1.230
C 1.0812 -2.4479 1.4714  -1.435
C 2.9075 2.4977 -0.1517  -0.606
C 2.0336 -2.5946 -1.9353  -0.975
C 0.1797 -0.1824 -0.5964  0.663
C -0.6791 -1.3715 -3.3358  -0.980
H 2.4729 1.2821 2.3297  0.164
H 0.9366 -0.2463 0.1854  -3.133
H -0.8861 -0.3086 -3.4606  0.293
H -1.8108 -3.5810 0.4993  0.320
H -3.0074 1.6190 -1.8920  0.294
H 1.3027 -1.5082 -3.1789  0.880
H -2.7407 3.0692 2.3635  0.411
H -0.8291 -1.3978 3.3007  -0.008
H 0.7069 -1.4829 -4.5839  0.436
H 0.4220 0.7379 -1.1278  0.913
H 3.4212 -0.6412 3.6459  0.393
H -1.1796 2.4763 0.8365  0.721
H -2.0469 2.8183 -2.6562  0.297
H -1.3904 2.2355 -0.2569  0.618
H 3.3869 3.3155 0.3863  0.331
H 1.1152 -3.4291 0.9980  0.257
H -1.4900 -0.9632 -0.2968  1.658
H 1.3021 -2.3648 -1.1606  0.817
H -2.6529 -0.4193 2.0051  0.770
H -1.5683 0.6011 -0.2478  -0.219
H -1.3852 -1.9284 -3.9517  0.392
H 1.2917 3.0212 1.8132  0.687
H 1.8535 -2.4074 2.2396  0.589
H 1.3550 0.1063 2.9894  0.060
H -0.4414 -1.5211 2.2367  1.292
H 2.3228 0.6758 -0.0386  -0.005
H -3.6879 1.6968 1.9897  0.313
H 1.9199 2.8517 -0.4475  0.008
H 1.8731 -0.0571 1.3121  0.844
H -0.9660 -1.6539 -2.3229  0.407
H 0.1068 3.9123 0.2905  0.570
H 3.5593 2.2160 -0.9787  0.288
H 2.6579 -0.2122 -2.0403  0.332
H 0.0565 1.9674 2.3524  0.408
H -0.6758 -0.0206 1.1446  -0.420
H 1.7790 -3.5090 -2.4712  0.323
H 0.5523 0.6282 -2.4832  0.177
H -2.1683 1.4620 2.7320  -0.015
H -0.2438 -2.8307 -0.0917  0.213
H -1.6718 1.1427 -2.9130  0.264
H -2.9169 0.5071 0.6064  0.296
H 1.1943 -1.7491 0.6426  0.356
H 0.3515 -1.0272 -1.2634  -0.573
H -2.9456 -1.8881 0.1911  0.805
H 2.9874 -2.8170 -1.4569  0.358
H -1.5888 0.0663 3.1989  0.722
H 2.0009 0.7755 -3.5612  0.382
H 0.1805 0.0535 3.6318  0.158
H -1.3173 -3.5029 -1.1968  0.149
H 1.5629 2.1119 -2.6009  0.409
H 0.9306 1.5363 0.8305  0.650
H -4.3610 0.1583 1.5618  0.301

Properties
- highest occupied orbital energy (eV) = -7.34



In the order shown, the computed lowest unoccupied orbital energy values come out to 0.16, -0.09 eV.
In the order shown, the computed calculated total energy values come out to -1504.40633, -1503.24516 Eh.
In the order shown, the computed ΔE to the lowest compared entry with this formula, charge and spin values come out to 100.3, 3149.0 kJ/mol.